[1]
A molecular structure, C33H45MnN4O11P2SSi2, computed with ωB97M-V with the def2-TZVPD basis set.

The geometry in XYZ format:
```
99
Properties=species:S:1:pos:R:3:lowdin_charge:R:1
Mn 1.11 -0.04 0.34 0.893
N 4.56 0.79 3.27 0.168
C 3.80 -0.50 3.00 -0.485
C 4.41 -1.60 3.85 -0.083
P 4.02 -0.87 1.19 0.322
O 3.47 -2.36 1.11 -0.132
O 5.46 -0.69 0.94 -0.266
O 3.05 0.03 0.43 -0.390
P 2.06 -0.08 3.57 0.358
O 1.54 -1.41 4.29 -0.110
O 2.32 1.01 4.54 -0.291
O 1.14 0.20 2.40 -0.341
H 5.50 0.59 3.59 0.158
H 3.96 1.27 4.00 0.123
H 4.63 1.36 2.43 0.137
H 5.45 -1.77 3.54 0.092
H 3.87 -2.53 3.70 0.081
H 4.37 -1.35 4.91 0.095
H 2.66 -2.36 0.53 0.025
H 0.98 -1.94 3.70 0.086
C -4.52 1.32 1.40 -0.181
Si -3.85 0.24 0.01 0.457
C -4.24 1.04 -1.66 -0.172
C -4.66 -1.45 0.09 -0.174
C -2.01 0.12 0.16 -0.164
C -0.80 0.06 0.19 -0.159
H -5.61 1.39 1.34 0.031
H -4.12 2.34 1.36 0.010
H -4.26 0.91 2.38 0.032
H -5.31 1.00 -1.86 0.034
H -3.72 0.52 -2.46 0.017
H -3.93 2.09 -1.69 0.020
H -5.74 -1.36 0.02 0.039
H -4.42 -1.97 1.03 0.040
H -4.32 -2.09 -0.73 -0.017
C -4.33 5.94 1.43 -0.118
C -3.42 7.15 1.30 -0.283
S -2.22 6.94 -0.03 0.646
O -1.61 8.21 -0.32 -0.302
O -2.83 6.21 -1.11 -0.320
C -0.96 5.85 0.66 -0.189
C 0.02 5.53 -0.47 -0.137
N 0.73 4.29 -0.20 0.059
C 0.35 3.08 -0.65 -0.273
N 1.17 2.13 -0.20 0.084
C 2.13 2.75 0.54 -0.015
C 1.87 4.09 0.56 -0.115
N 2.61 5.07 1.28 -0.332
O 3.62 4.69 1.84 0.093
O 2.19 6.22 1.30 0.089
C -0.80 2.86 -1.55 0.028
H -5.14 6.16 2.12 0.082
H -3.79 5.08 1.82 0.067
H -4.75 5.68 0.46 0.075
H -2.83 7.36 2.19 0.104
H -3.96 8.05 1.01 0.106
H -1.47 4.95 1.01 0.109
H -0.47 6.37 1.49 0.107
H 0.73 6.34 -0.57 0.130
H -0.52 5.42 -1.40 0.116
H 2.94 2.23 0.99 0.100
H -1.66 3.48 -1.28 0.083
H -1.08 1.81 -1.51 0.053
H -0.52 3.11 -2.58 0.109
O 1.14 -1.78 -0.39 -0.398
Si 0.72 -3.08 -1.26 0.516
C -0.71 -2.69 -2.43 -0.210
C -2.00 -2.51 -1.94 -0.102
C -3.05 -2.18 -2.78 -0.107
C -2.82 -2.03 -4.14 -0.085
C -1.55 -2.22 -4.65 -0.086
C -0.50 -2.55 -3.80 -0.083
C 2.21 -3.66 -2.26 -0.227
C 3.31 -2.84 -2.49 -0.088
C 4.41 -3.29 -3.20 -0.081
C 4.42 -4.59 -3.70 -0.090
C 3.33 -5.42 -3.50 -0.087
C 2.23 -4.96 -2.78 -0.089
C 0.21 -4.45 -0.06 -0.210
C 0.76 -4.52 1.22 -0.085
C 0.45 -5.56 2.08 -0.085
C -0.43 -6.56 1.67 -0.092
C -1.00 -6.50 0.41 -0.086
C -0.68 -5.46 -0.45 -0.099
H -2.19 -2.62 -0.87 0.097
H -4.05 -2.05 -2.39 0.077
H -3.64 -1.77 -4.81 0.103
H -1.36 -2.11 -5.72 0.101
H 0.49 -2.71 -4.21 0.100
H 3.30 -1.82 -2.12 0.098
H 5.26 -2.64 -3.35 0.103
H 5.28 -4.95 -4.25 0.100
H 3.33 -6.42 -3.90 0.101
H 1.39 -5.62 -2.60 0.100
H 1.46 -3.75 1.54 0.079
H 0.90 -5.60 3.07 0.101
H -0.67 -7.37 2.34 0.100
H -1.69 -7.27 0.09 0.101
H -1.14 -5.41 -1.43 0.102
```

Computed properties:
Molar mass (g mol⁻¹): 878.87
Calculated total energy (a.u.): -5142.31045
Max |F| (eV Å⁻¹): 1.18
<S²>: 6.06
Lowest unoccupied orbital energy (spin up / spin down) (eV): -1.04 / -1.05
HOMO (spin up / spin down) (hartree): -0.32939 / -0.32938
HOMO-LUMO gap (spin up / spin down) (eV): 7.92 / 7.92
Multiplicity: 5
Energy relative to the best compared isomer or geometry (same formula, charge and spin) (kcal/mol): 17.7

=====

[2]
A molecular structure, C8H29BeN14O10, computed with ωB97M-V with the def2-TZVPD basis set.

The geometry in XYZ format:
```
62
Properties=species:S:1:pos:R:3:lowdin_charge:R:1
Be 1.39 -2.61 3.17 1.267
O 0.40 0.27 -0.28 0.070
C 0.70 -0.51 0.78 -0.724
O -0.03 -0.42 1.76 -0.013
O 1.79 -1.22 0.82 -0.089
H -0.37 0.82 -0.13 0.105
C -1.53 2.98 -1.86 -0.691
O -2.17 2.01 -1.42 0.019
N -2.19 3.91 -2.53 0.170
N -0.22 3.25 -1.73 0.164
H -1.83 4.78 -2.91 0.119
H -3.19 3.81 -2.50 0.129
H 0.23 4.00 -2.25 0.118
H 0.38 2.63 -1.21 0.050
C 1.56 3.01 1.56 -0.782
O 2.41 2.19 1.95 0.017
N 1.71 4.20 1.06 0.159
N 0.31 2.90 1.64 0.179
H 2.60 4.68 0.94 0.130
H 0.92 4.81 1.19 0.119
H -0.27 3.63 1.23 0.128
H -0.15 2.09 2.01 0.092
C 1.55 -4.60 -0.37 -0.760
O 0.99 -4.45 0.69 0.096
N 1.84 -3.55 -0.98 0.194
N 1.99 -5.63 -1.05 0.216
H 2.40 -3.40 -1.81 0.139
H 1.32 -2.76 -0.63 0.101
H 1.83 -6.52 -0.60 0.141
H 2.32 -5.39 -1.98 0.133
C -2.51 -2.74 2.39 -0.716
O -1.34 -2.99 2.60 0.021
N -3.05 -1.65 2.03 0.139
N -3.58 -3.53 2.29 0.179
H -2.38 -0.96 1.75 0.089
H -3.81 -1.30 2.59 0.139
H -3.40 -4.52 2.20 0.129
H -4.36 -3.11 1.80 0.130
C -1.88 1.73 4.20 -0.791
O -2.66 2.53 4.65 0.106
N -0.75 1.58 4.78 0.194
N -2.15 0.89 3.22 0.176
H -0.25 0.71 4.72 0.118
H -0.74 2.15 5.61 0.143
H -1.36 0.32 2.95 0.041
H -3.06 0.69 2.84 0.113
C 3.37 0.80 -2.04 -0.588
O 4.34 0.95 -2.75 0.421
N 2.18 1.33 -2.22 0.228
N 3.35 -0.05 -1.08 0.271
H 1.88 1.91 -2.99 0.146
H 1.57 1.26 -1.42 0.072
H 4.16 -0.64 -0.93 0.161
H 2.53 -0.27 -0.53 0.070
C -0.68 -1.37 -3.52 -0.758
O -1.38 -1.66 -2.58 0.047
N 0.31 -0.56 -3.36 0.152
N -0.85 -1.78 -4.81 0.173
H 1.08 -0.55 -4.02 0.110
H 0.47 -0.38 -2.38 0.067
H -0.10 -1.43 -5.39 0.096
H -1.66 -2.29 -5.13 0.123
```

Computed properties:
Molar mass (g mol⁻¹): 490.42
Calculated total energy (a.u.): -1855.22929
Max |F| (eV Å⁻¹): 9.35
<S²>: 1.06
Lowest unoccupied orbital energy (spin up / spin down) (eV): -10.98 / -11.09
HOMO (spin up / spin down) (hartree): -0.52810 / -0.49438
HOMO-LUMO gap (spin up / spin down) (eV): 3.39 / 2.36
Multiplicity: 2
Net charge: +2

=====

[3]
2 unconnected molecules or ions with the total composition C5H12Cl2Si, computed with ωB97M-V with the def2-TZVPD basis set.

The geometry in XYZ format:
```
20
Properties=species:S:1:pos:R:3:lowdin_charge:R:1
C 0.09 -2.43 1.25 -0.138
C -1.57 -0.60 0.63 -0.126
C -0.06 -1.48 -1.12 -0.136
C -1.38 5.00 0.32 -1.001
C -0.10 -1.19 0.43 -0.826
Si 1.06 0.23 0.85 0.781
Cl -1.32 3.22 0.23 0.484
Cl 0.28 5.65 0.46 0.496
H -0.01 -2.34 2.29 0.042
H -0.80 -3.18 1.02 0.128
H 1.10 -2.87 1.14 0.082
H -1.82 -0.50 1.71 0.092
H -2.23 -1.43 0.27 0.086
H -1.81 0.10 -0.04 -0.006
H 1.04 -1.68 -1.32 0.080
H -0.59 -2.30 -1.50 0.061
H -0.23 -0.66 -1.72 0.036
H -2.02 5.27 -0.50 0.024
H -1.85 5.47 1.16 0.018
H 0.66 0.96 2.06 -0.179
```

Computed properties:
Molar mass (g mol⁻¹): 171.14
Calculated total energy (a.u.): -1407.44228
Max |F| (eV Å⁻¹): 6.00
Lowest unoccupied orbital energy (eV): -0.51
HOMO (hartree): -0.27535
HOMO-LUMO gap (eV): 6.98
Energy relative to the best compared isomer or geometry (same formula, charge and spin) (kcal/mol): 172.1

=====

[4]
A molecular structure, C30H39CsN9OSSe3, computed with ωB97M-V with the def2-TZVPD basis set.

The geometry in XYZ format:
```
84
Properties=species:S:1:pos:R:3:lowdin_charge:R:1
Cs 0.33 -0.31 1.55 0.925
N -2.32 -0.24 6.14 -0.002
C -1.41 -0.58 5.13 -0.959
S -0.24 0.64 4.75 0.350
N -1.62 -1.77 4.63 -0.063
N -0.81 -2.14 3.58 -0.115
C -1.09 -3.31 3.15 -0.149
C -0.46 -4.05 2.04 -0.160
C -1.19 -5.15 1.58 -0.095
C -0.75 -5.99 0.57 -0.164
C 0.51 -5.74 0.02 -0.138
C 1.27 -4.68 0.46 -0.048
C 0.84 -3.78 1.48 -0.467
O 1.57 -2.79 1.82 -0.319
H -1.94 0.43 6.79 0.034
H -2.74 -1.05 6.56 0.062
H -1.92 -3.84 3.64 0.101
H -2.16 -5.34 2.04 0.098
H -1.35 -6.83 0.24 0.079
H 0.90 -6.39 -0.76 0.089
H 2.25 -4.49 0.04 0.101
C -2.48 1.92 -0.25 -0.105
N -1.74 2.23 0.95 -0.313
C -2.59 2.85 1.96 -0.092
C -0.55 3.00 0.66 -0.241
C 0.30 3.21 1.91 -0.251
N 1.73 3.03 1.67 -0.275
C 2.24 4.05 0.77 -0.125
C 2.45 3.05 2.93 -0.096
H -2.84 2.83 -0.77 0.090
H -3.34 1.30 -0.01 0.089
H -1.83 1.37 -0.94 0.050
H -2.94 3.85 1.64 0.089
H -2.05 2.94 2.90 0.072
H -3.45 2.22 2.14 0.089
H -0.81 3.97 0.19 0.122
H 0.04 2.43 -0.07 0.073
H 0.01 2.46 2.66 0.019
H 0.10 4.20 2.36 0.127
H 2.12 5.07 1.18 0.091
H 1.72 4.00 -0.19 0.055
H 3.30 3.88 0.58 0.077
H 2.35 4.02 3.45 0.090
H 3.51 2.88 2.75 0.074
H 2.07 2.27 3.59 0.063
Se -5.08 -1.19 -6.37 1.073
N -4.07 0.26 -6.11 -0.236
C -3.27 -0.01 -5.11 -0.337
C -2.27 0.92 -4.61 -0.093
C -2.09 2.19 -5.17 -0.006
C -1.11 3.01 -4.66 -0.044
C -0.32 2.52 -3.61 -0.128
N -0.48 1.33 -3.07 0.118
C -1.44 0.53 -3.54 -0.148
C -1.62 -0.79 -2.90 -0.153
N -0.84 -1.07 -1.85 0.133
C -0.95 -2.27 -1.29 -0.102
C -1.84 -3.25 -1.72 -0.004
C -2.66 -2.96 -2.78 0.007
C -2.55 -1.71 -3.40 -0.095
C -3.40 -1.32 -4.52 -0.333
N -4.31 -2.10 -5.04 -0.232
H -2.73 2.50 -5.98 0.113
H -0.93 4.00 -5.06 0.103
H 0.48 3.13 -3.20 0.086
H -0.30 -2.49 -0.45 0.071
H -1.86 -4.20 -1.20 0.099
H -3.38 -3.67 -3.16 0.115
C 4.22 -1.19 2.51 -0.384
Se 3.71 -0.87 0.68 0.866
C 4.64 0.83 0.39 -0.560
C 4.46 1.30 -1.04 -0.565
Se 2.60 1.46 -1.66 0.878
C 2.48 -0.24 -2.59 -0.405
H 3.58 -2.03 2.80 0.004
H 3.99 -0.33 3.14 0.026
H 5.27 -1.46 2.60 0.017
H 5.70 0.71 0.61 0.067
H 4.21 1.56 1.08 0.031
H 4.95 0.63 -1.74 0.058
H 4.90 2.29 -1.17 0.050
H 3.14 -0.24 -3.45 0.021
H 1.44 -0.32 -2.90 -0.021
H 2.72 -1.07 -1.92 -0.015
```

Computed properties:
Molar mass (g mol⁻¹): 943.56
Calculated total energy (a.u.): -9357.30356
Max |F| (eV Å⁻¹): 0.36
Lowest unoccupied orbital energy (eV): 0.94
HOMO (hartree): -0.13223
HOMO-LUMO gap (eV): 4.54
Energy relative to the best compared isomer or geometry (same formula, charge and spin) (kcal/mol): 12.2
Net charge: -1

=====

[5]
2 unconnected molecules or ions with the total composition CH3BrClN, computed with ωB97M-V with the def2-TZVPD basis set.

The geometry in XYZ format:
```
7
Properties=species:S:1:pos:R:3:lowdin_charge:R:1
H 3.06 0.62 0.39 0.062
N 2.22 1.16 0.35 0.062
C 1.11 0.86 -0.01 -0.644
Br 0.27 -0.94 -0.31 0.478
H 0.25 1.59 0.05 0.071
Cl -2.82 -1.55 -0.31 0.199
H -4.10 -1.75 -0.15 -0.228
```

Computed properties:
Molar mass (g mol⁻¹): 144.40
Calculated total energy (a.u.): -3128.83116
SMILES string: [H]/N=C\Br.Cl
Max |F| (eV Å⁻¹): 2.84
Lowest unoccupied orbital energy (eV): 0.69
HOMO (hartree): -0.37440
HOMO-LUMO gap (eV): 10.88
Energy relative to the best compared isomer or geometry (same formula, charge and spin) (kcal/mol): 20.1

=====

[6]
2 unconnected molecules or ions with the total composition CH4N2O2, computed with ωB97M-V with the def2-TZVPD basis set.

The geometry in XYZ format:
```
9
Properties=species:S:1:pos:R:3:lowdin_charge:R:1
C -1.11 -0.61 0.53 -0.062
O 1.30 0.92 0.40 -0.168
O 1.92 0.10 -0.59 -0.113
N -0.93 0.64 -1.51 0.208
N -1.18 0.04 -0.58 -0.199
H 1.45 0.38 -1.39 0.058
H -1.46 -0.12 1.42 0.061
H -1.40 -1.65 0.46 0.060
H 1.43 0.32 1.26 0.155
```

Computed properties:
Molar mass (g mol⁻¹): 76.05
Calculated total energy (a.u.): -300.30387
Max |F| (eV Å⁻¹): 3.52
Lowest unoccupied orbital energy (eV): 0.79
HOMO (hartree): -0.32250
HOMO-LUMO gap (eV): 9.57
Energy relative to the best compared isomer or geometry (same formula, charge and spin) (kcal/mol): 115.3

=====

[7]
C4H3N3O3 in the gas phase, computed with ωB97M-V with the def2-TZVPD basis set.

The geometry in XYZ format:
```
13
Properties=species:S:1:pos:R:3:lowdin_charge:R:1
O -3.90 0.18 1.65 0.217
C -2.88 0.24 1.15 -0.264
N -1.70 0.33 0.85 0.205
C -0.62 0.39 -0.07 -0.415
O -0.71 0.20 -1.24 0.131
C 0.66 0.62 0.79 -0.109
N 1.89 0.67 0.05 0.039
N 2.14 -0.13 -0.80 0.082
C 1.47 -1.10 -1.46 -0.436
O 1.42 -2.24 -1.25 0.105
H 0.55 1.65 1.24 0.140
H 0.57 -0.18 1.57 0.148
H 1.11 -0.62 -2.46 0.156
```

Computed properties:
Molar mass (g mol⁻¹): 141.09
Calculated total energy (a.u.): -544.12652
SMILES string: O=C=NC(=O)C/N=N\C=O
Max |F| (eV Å⁻¹): 4.65
Lowest unoccupied orbital energy (eV): -0.15
HOMO (hartree): -0.34582
HOMO-LUMO gap (eV): 9.26
Energy relative to the best compared isomer or geometry (same formula, charge and spin) (kcal/mol): 82.3

=====

[8]
A molecular structure, C16H28IrN3O8S5, computed with ωB97M-V with the def2-TZVPD basis set.

The geometry in XYZ format:
```
61
Properties=species:S:1:pos:R:3:lowdin_charge:R:1
Ir 0.42 -0.15 -0.36 1.322
C 3.81 -3.53 0.49 0.022
N 3.10 -2.80 1.57 -0.098
C 3.53 -3.22 2.90 -0.008
C 2.42 -1.74 1.33 -0.430
O 2.21 -1.35 0.18 -0.207
C 1.75 -0.95 2.48 -0.102
O 1.12 0.12 1.87 -0.257
C 0.27 0.90 2.72 -0.053
C -0.04 2.14 1.89 -0.413
O -0.27 1.97 0.67 -0.110
N -0.17 3.31 2.43 -0.098
C -0.03 3.60 3.86 -0.018
C -0.41 4.51 1.57 0.028
H 4.88 -3.32 0.51 0.111
H 3.70 -4.58 0.62 0.090
H 3.39 -3.24 -0.46 0.083
H 3.88 -4.24 2.77 0.094
H 4.37 -2.61 3.22 0.100
H 2.74 -3.12 3.69 0.115
H 1.03 -1.60 3.09 0.161
H 2.50 -0.52 3.14 0.143
H -0.62 0.34 2.96 0.128
H 0.84 1.11 3.62 0.129
H -0.81 4.31 4.15 0.104
H -0.20 2.72 4.47 0.083
H 0.95 4.00 4.15 0.109
H -0.32 4.18 0.54 0.088
H -1.45 4.86 1.71 0.107
H 0.25 5.30 1.86 0.088
O 4.15 1.31 -6.04 -0.006
C 3.47 1.01 -5.08 -0.918
S 3.62 1.89 -3.51 1.013
C 2.49 0.98 -2.65 -1.167
C 1.94 -0.20 -3.25 -1.106
S 1.21 -1.42 -2.35 0.705
S 2.29 -0.34 -4.94 1.004
S 2.11 1.55 -1.12 0.681
C -4.50 0.10 -3.09 -0.049
N -3.06 0.20 -3.11 -0.146
C -2.32 -0.03 -4.38 0.007
C -2.37 0.57 -2.03 -0.493
C -3.15 1.17 -0.88 0.007
O -1.13 0.52 -2.03 -0.126
H -4.81 -0.53 -2.24 0.091
H -4.83 -0.36 -4.05 0.098
H -5.02 1.10 -3.06 0.113
H -3.13 -0.24 -5.08 0.085
H -1.59 -0.85 -4.21 0.095
H -1.81 0.91 -4.68 0.105
H -3.52 2.14 -1.28 0.117
H -2.51 1.36 -0.01 0.059
H -4.00 0.55 -0.61 0.077
C -2.74 -2.64 0.32 -0.119
S -1.43 -1.93 1.22 0.425
O -0.17 -2.46 0.64 -0.374
O -1.49 -2.11 2.63 -0.270
O -1.50 -0.50 0.81 -0.454
H -3.12 -3.54 0.80 0.077
H -2.42 -2.72 -0.73 0.084
H -3.52 -1.84 0.34 0.075
```

Computed properties:
Molar mass (g mol⁻¹): 742.97
Calculated total energy (a.u.): -3487.63612
Max |F| (eV Å⁻¹): 2.91
<S²>: 8.77
Lowest unoccupied orbital energy (spin up / spin down) (eV): -1.92 / -4.60
HOMO (spin up / spin down) (hartree): -0.36358 / -0.40990
HOMO-LUMO gap (spin up / spin down) (eV): 7.98 / 6.56
Multiplicity: 6
Energy relative to the best compared isomer or geometry (same formula, charge and spin) (kcal/mol): 11.9
Net charge: +1

=====

- Which formula does entry 1 have?
  C33H45MnN4O11P2SSi2

=====

- Which of these has the lowest max |F|?
  C30H39CsN9OSSe3

=====

- Which of these has the highest calculated total energy?
  CH4N2O2

=====

- The highest calculated total energy belongs to which entry?
  CH4N2O2